Record 1
Entry from the OMol25 dataset: a 3-piece molecular cluster, C36H30NO10PS overall (ωB97M-V/def2-TZVPD).

The geometry in XYZ format:
```
79
Properties=species:S:1:pos:R:3:forces:R:3:mulliken_charge:R:1
C -0.888902 -0.185280 4.243321 1.0 -1.4 0.7 -0.77
C -1.914076 -1.280960 3.955398 1.3 0.9 0.7 0.58
O -2.927015 -0.990945 3.454824 -2.4 -0.1 -1.1 -0.46
O -1.748204 -2.621662 4.303176 0.7 0.0 -0.6 -0.34
C -0.497749 -3.145265 4.013993 -0.9 -2.1 -1.4 0.49
O 0.486376 -2.792558 4.522750 2.3 1.6 1.6 -0.46
C -0.411554 -4.313765 3.003145 -1.6 0.2 0.6 -1.10
C 0.011941 -3.882537 1.579287 -0.1 0.5 -1.2 1.79
P 1.654104 -4.648496 1.058566 1.2 -1.1 1.6 0.36
N 2.300561 -5.565341 2.171894 -0.2 0.4 -0.3 -0.81
C 0.150845 -2.320778 1.408340 -0.5 -0.5 -0.5 -1.45
C 0.474945 -1.900196 -0.066739 -0.3 -1.1 0.8 -0.90
S -0.877932 -2.566366 -1.071484 -1.4 2.2 -0.7 1.13
O -2.098592 -2.002974 -0.567538 0.1 -0.7 1.3 -0.64
O -0.740977 -2.260610 -2.453405 1.5 -1.3 -0.5 -0.60
O -0.828564 -4.162567 -0.768102 0.1 1.5 -0.1 -0.36
C -1.126190 -4.381670 0.617121 0.3 -0.8 1.5 -1.39
H -1.395583 0.771319 4.396085 0.0 -0.4 -0.1 0.28
H -0.303880 -0.496502 5.123914 -0.2 0.4 -0.2 0.40
H -0.158982 -0.114404 3.422676 -0.4 0.0 0.1 0.19
H -1.429037 -4.748571 2.959991 0.4 0.0 -0.2 0.40
H 0.242565 -5.067081 3.463490 0.2 0.3 -0.4 0.56
H 2.555615 -3.589957 0.767784 -0.6 0.0 -0.5 0.06
H 1.465155 -5.404871 -0.132575 -0.4 0.7 0.1 0.08
H 3.201396 -5.183663 2.449415 -0.2 -0.2 0.2 0.24
H 0.881067 -1.899638 2.114260 -0.2 -0.1 -0.3 0.57
H -0.864289 -1.921397 1.596969 0.5 0.1 0.2 0.25
H 0.485369 -0.804611 -0.123548 -0.2 -0.4 -0.4 0.47
H 1.409141 -2.328895 -0.449257 -0.2 0.3 0.0 0.36
H -1.246658 -5.468816 0.757400 0.2 0.3 -0.3 0.51
H -2.076028 -3.929279 0.945568 0.3 0.1 -0.5 0.54
O -2.752846 5.013430 1.229121 0.0 0.0 0.1 -0.66
C -3.153350 5.271830 2.346352 0.1 -0.1 -0.4 0.48
C -3.588614 4.187770 3.266774 0.0 0.0 0.1 0.39
C -3.515461 2.863696 2.847489 0.0 -0.1 0.1 -0.78
C -3.881599 1.841345 3.709903 -0.1 0.1 0.0 -0.73
C -4.321529 2.140529 4.997096 0.0 0.1 -0.1 -0.59
C -4.412510 3.459090 5.413815 0.0 -0.2 0.1 -0.66
C -4.052751 4.487134 4.549813 0.1 0.0 -0.1 0.22
C -4.171944 5.897880 5.002941 -0.2 0.1 0.4 0.63
O -4.625881 6.160942 6.098538 0.0 0.0 -0.1 -0.66
C -3.717738 6.980678 4.090126 0.1 0.0 -0.1 0.14
C -3.788735 8.303500 4.511504 0.0 0.2 0.0 -0.52
C -3.338656 9.318535 3.683355 0.0 -0.1 0.0 -0.47
C -2.814758 9.016483 2.429860 0.0 0.0 0.1 -0.47
C -2.754802 7.700939 2.000144 0.1 0.2 -0.1 -0.54
C -3.210158 6.678805 2.825140 0.0 0.1 0.1 0.18
H -3.168449 2.630386 1.848915 0.0 0.1 0.0 0.51
H -3.819720 0.811596 3.384135 -0.1 0.2 0.0 0.90
H -4.595724 1.340907 5.674700 0.0 0.0 0.0 0.45
H -4.759906 3.688541 6.412949 0.0 0.1 -0.1 0.47
H -4.191513 8.539920 5.487779 0.0 -0.2 0.0 0.47
H -3.391306 10.348098 4.014879 0.0 0.0 0.0 0.40
H -2.454874 9.810570 1.787539 0.0 0.0 0.0 0.39
H -2.349947 7.469173 1.023558 -0.1 -0.1 0.1 0.47
O 4.782332 -2.213617 -8.545279 0.0 0.0 0.1 -0.67
C 4.368877 -2.062318 -7.413447 0.1 -0.1 -0.4 0.55
C 5.299231 -2.114636 -6.253669 0.0 0.0 0.2 0.21
C 6.656423 -2.317844 -6.475450 0.2 0.0 0.0 -0.58
C 7.537934 -2.330078 -5.407085 -0.1 0.0 0.0 -0.47
C 7.068018 -2.137923 -4.111435 0.0 0.0 -0.1 -0.50
C 5.714390 -1.951969 -3.883933 0.2 0.0 0.1 -0.56
C 4.824345 -1.945479 -4.951826 0.1 0.0 -0.1 0.22
C 3.370868 -1.762670 -4.692273 -0.2 0.0 0.4 0.53
O 2.953236 -1.669772 -3.553755 0.0 0.0 0.0 -0.70
C 2.443829 -1.689902 -5.852560 0.0 0.0 -0.1 0.19
C 1.086886 -1.483705 -5.631320 -0.2 0.1 0.1 -0.66
C 0.218166 -1.381966 -6.705339 0.1 0.0 -0.1 -0.59
C 0.701377 -1.484961 -8.006299 0.0 0.0 0.1 -0.42
C 2.050857 -1.704277 -8.231967 -0.2 0.0 -0.1 -0.65
C 2.926264 -1.812830 -7.157946 -0.1 0.0 0.1 0.46
H 7.024433 -2.462142 -7.482885 -0.1 0.0 0.0 0.47
H 8.595356 -2.484229 -5.582357 0.0 0.0 0.0 0.40
H 7.760250 -2.135529 -3.278653 0.0 0.0 0.0 0.40
H 5.350342 -1.807784 -2.875087 -0.1 0.0 -0.1 0.47
H 0.707023 -1.398680 -4.620556 0.1 0.0 0.0 0.58
H -0.837686 -1.217978 -6.530264 0.0 0.0 0.0 0.45
H 0.022088 -1.395878 -8.844943 0.0 0.0 0.0 0.39
H 2.423067 -1.787274 -9.244813 0.1 0.0 0.1 0.47
```
Positions in Å, forces in eV/Å.

Output
SMILES: CC(=O)OC(=O)C[C@]1([PH2]=N)CCS(=O)(=O)OC1.O=C1c2ccccc2C(=O)c2ccccc21.O=C1c2ccccc2C(=O)c2ccccc21
HOMO level, Ha: -0.334
HOMO-LUMO gap, eV: 8.1
DFT total energy, a.u.: -2936.51799

Record 2
Entry from the OMol25 dataset: C36H31BBrNO4S4Tc as an isolated structure (ωB97M-V/def2-TZVPD).

The geometry in XYZ format:
```
79
Properties=species:S:1:pos:R:3:forces:R:3:mulliken_charge:R:1
Tc 0.316324 1.600166 1.043353 -0.1 0.2 -0.5 0.38
S -1.319596 1.462748 2.775348 0.9 -0.5 0.3 -0.44
C -2.708155 2.203303 2.094604 -1.9 -0.9 1.5 1.12
C -3.876885 2.226353 2.987682 1.1 1.1 -1.1 -0.78
C -4.954277 3.011674 2.610117 -1.0 -1.2 0.8 -0.46
C -4.997989 3.526591 1.292801 -0.6 0.8 1.0 -0.67
C -3.966018 3.388381 0.408478 0.3 -0.4 0.9 -0.74
C -2.821561 2.677001 0.809475 0.0 0.9 0.0 0.50
S -1.437997 2.549536 -0.285464 0.2 0.0 -0.3 -0.26
C -0.770453 4.267862 -0.361947 -0.7 -1.2 -0.2 -1.21
C -0.093540 4.644432 0.918833 0.3 -0.7 -0.9 0.70
C -0.052862 5.954678 1.319911 0.2 2.1 0.3 -0.83
C 0.580468 6.254093 2.517915 1.2 -1.5 0.7 -0.48
C 1.174919 5.196713 3.253148 -0.2 0.2 -0.3 -0.93
C 1.176683 3.886381 2.751208 0.2 0.9 0.0 0.33
C 1.957086 2.754419 3.517620 -2.8 1.9 0.4 -1.00
S 2.169373 1.305223 2.584862 1.1 -1.1 -1.9 -0.41
C 3.639018 1.676785 1.506112 0.0 -0.3 1.5 0.23
C 4.913134 1.477917 2.096806 -0.6 -0.9 -0.2 -0.61
C 5.996378 1.419909 1.213538 0.5 0.5 1.1 -0.59
C 5.873111 1.787985 -0.124212 -0.7 -0.4 1.3 -0.67
C 4.642014 2.135916 -0.575666 -0.5 -0.3 -1.6 -0.71
C 3.464025 1.984075 0.156562 1.5 0.2 1.7 1.18
S 1.983269 2.277361 -0.568553 -2.0 -0.1 -1.2 -0.61
N 0.502660 3.641056 1.589477 0.7 0.4 1.7 1.05
H -3.756183 1.743839 3.966718 -0.2 0.3 -0.5 0.44
H -5.857796 3.128970 3.320495 1.6 -0.1 -1.3 0.27
H -5.829975 4.175490 1.066834 -0.2 0.0 -0.3 0.42
H -3.998763 3.922945 -0.509029 0.0 0.0 -0.9 0.52
H -1.580245 4.925006 -0.588150 -0.8 0.5 0.2 0.57
H -0.241841 4.230137 -1.312813 1.0 0.1 0.4 0.53
H -0.424482 6.837448 0.725785 0.1 -1.5 0.4 0.39
H 0.786896 7.254056 2.880552 -0.5 0.1 -0.2 0.39
H 1.645947 5.412586 4.217739 0.0 -0.1 -0.5 0.46
H 1.279494 2.490298 4.363004 0.3 -0.1 -0.5 0.48
H 2.839172 3.110920 4.010366 0.7 0.3 -0.2 0.64
H 4.984353 1.197631 3.203928 0.0 0.5 -1.8 0.29
H 6.975630 1.176508 1.590057 0.2 -0.1 0.2 0.40
H 6.655164 1.720516 -0.835450 0.9 0.1 -0.2 0.44
H 4.555631 2.331969 -1.638478 -0.2 0.3 0.0 0.37
C 2.577075 -5.420714 -4.431172 0.5 1.3 0.3 -1.68
C 2.764106 -5.887925 -3.019242 2.0 -1.1 1.2 1.99
C 4.162181 -6.671828 -2.924097 -0.3 0.6 0.4 -1.77
C 1.667609 -6.884735 -2.570165 0.9 0.8 -0.2 -1.51
C 2.717881 -4.658456 -2.109235 0.2 -0.5 -0.1 0.27
C 3.839993 -4.066220 -1.550544 0.4 0.9 0.4 -0.20
C 3.801420 -2.860772 -0.773353 -1.5 -1.4 -1.0 -1.65
C 2.542001 -2.354938 -0.549227 0.6 0.4 -0.4 0.80
O 2.211326 -1.093047 -0.018788 0.0 -1.9 -0.4 -0.01
B 0.818717 -1.080174 -0.171152 -0.3 -0.1 0.3 1.02
O 0.314841 -2.186544 -0.866669 0.5 -0.5 -0.1 -0.67
C 1.413139 -2.999558 -1.103575 -0.3 2.1 0.6 0.20
C 1.456762 -4.079696 -1.921389 0.7 0.3 0.4 -1.17
H 2.715083 -6.247651 -5.087323 -0.1 -0.5 -0.9 0.46
H 3.316174 -4.618527 -4.614055 -0.1 -0.6 -0.2 0.37
H 1.630401 -4.908964 -4.543912 -0.5 -0.3 -0.3 0.36
H 4.113931 -7.631130 -3.465051 -0.4 0.2 0.4 0.43
H 4.394471 -6.847271 -1.833671 0.0 0.0 -1.2 0.41
H 5.021435 -6.173889 -3.431355 -0.6 0.2 0.6 0.34
H 1.755138 -7.801622 -3.150613 -0.2 -0.1 0.1 0.46
H 0.767152 -6.350074 -2.826874 -0.8 -0.5 0.3 0.33
H 1.768312 -7.083207 -1.487102 -0.3 0.0 -0.6 0.33
H 4.831925 -4.439235 -1.786567 -0.2 -0.2 0.1 0.33
H 4.691732 -2.369762 -0.488655 0.7 0.4 0.4 0.57
H 0.590248 -4.380969 -2.464247 -0.5 -0.3 0.0 0.52
Br -3.163068 -1.374057 -0.072430 -0.4 -0.2 0.1 -0.19
C -5.048240 -1.067561 -0.080614 0.7 -0.2 -0.1 0.00
C -5.978593 -2.044001 -0.441722 1.3 -0.3 -0.1 -0.55
C -7.262117 -1.704064 -0.659050 -1.7 -0.8 0.3 -0.65
C -7.645646 -0.373872 -0.423761 -4.5 -2.9 -1.2 0.79
C -6.764254 0.553330 0.023344 0.4 3.1 0.3 -0.79
C -5.455856 0.219093 0.171201 1.8 0.1 0.4 0.39
C -9.088016 0.014026 -0.551213 4.3 2.8 1.1 -0.04
O -9.533062 1.095060 -0.352094 -2.0 -1.1 -0.5 -0.36
O 0.014928 -0.210012 0.393817 -0.3 0.8 0.3 -1.15
H -5.670016 -3.058012 -0.565637 0.3 -0.5 -0.1 0.44
H -8.034372 -2.493523 -0.851880 0.9 1.0 0.0 0.31
H -6.994813 1.618391 0.127996 -0.4 -0.6 0.2 0.37
H -4.682031 0.953229 0.476529 -0.9 -0.5 -0.3 0.21
```
Positions in Å, forces in eV/Å.

Output
Expectation value of S²: 3.795
Multiplicity: 4
ΔE to the lowest compared entry with this formula, charge and spin, kJ/mol: 250.7
HOMO level (alpha / beta), Ha: -0.218 / -0.277
HOMO-LUMO gap (alpha / beta), eV: 4.6 / 6.5
DFT total energy, a.u.: -6018.62749

Record 3
Entry from the OMol25 dataset: C36H32AsMnPSTe2 as an isolated structure (ωB97M-V/def2-TZVPD).

The geometry in XYZ format:
```
74
Properties=species:S:1:pos:R:3:forces:R:3:nbo_charge:R:1
Mn -1.205342 -0.261882 -0.790085 0.0 -0.3 -0.5 0.72
Te 0.348717 -0.833934 -2.830213 0.0 -0.1 0.2 0.02
C 2.253551 -1.085631 -1.957476 0.1 0.0 0.0 -0.23
C 2.499384 -1.074105 -0.588059 0.2 0.2 0.0 -0.30
C 3.790941 -1.269819 -0.108565 0.0 0.2 -0.1 -0.14
C 4.845661 -1.474162 -0.988650 -0.1 0.0 0.0 -0.22
C 4.601778 -1.484921 -2.356544 -0.1 0.0 0.0 -0.20
C 3.312379 -1.291982 -2.840220 0.2 0.0 0.1 -0.25
H 1.703980 -0.929124 0.134839 0.1 0.1 -0.2 0.20
H 3.963443 -1.270333 0.962951 0.0 0.1 -0.1 0.21
H 5.849922 -1.627275 -0.613690 0.0 0.0 0.0 0.22
H 5.414720 -1.647412 -3.053824 0.0 0.0 0.0 0.22
H 3.142401 -1.302236 -3.911046 0.0 0.0 0.0 0.22
Te -3.642103 0.539409 -0.491059 0.0 0.5 -0.1 0.10
C -4.956560 -1.018101 -0.123227 0.1 -0.2 -0.1 -0.56
C -5.295676 -2.093427 -0.898547 -0.3 -0.2 0.0 -0.28
C -6.362017 -2.857830 -0.330619 0.3 0.1 -0.1 -0.25
C -6.801218 -2.334665 0.849897 0.0 -0.1 0.0 -0.41
S -5.933828 -0.932521 1.272549 -0.1 0.1 0.3 0.50
H -4.838142 -2.318271 -1.853818 0.0 0.1 0.1 0.23
H -6.781739 -3.744742 -0.785123 0.0 0.1 0.0 0.24
H -7.594781 -2.700517 1.484983 0.1 0.0 -0.1 0.25
C -3.039974 5.997351 -0.239137 0.0 0.0 0.0 -0.19
C -2.576386 5.368681 0.908269 0.0 0.0 0.0 -0.18
C -1.831421 4.200895 0.810766 -0.1 0.2 0.0 -0.24
C -1.556423 3.677675 -0.443998 0.0 -0.1 -0.1 -0.24
C -2.027461 4.292800 -1.600073 -0.1 0.1 0.1 -0.24
C -2.768110 5.461626 -1.491699 0.0 0.0 0.0 -0.19
As -0.503547 2.083660 -0.611109 0.2 0.3 0.4 0.92
C 1.245839 2.617299 -1.180301 -0.2 -0.1 -0.1 -0.33
C 1.626137 3.042319 -2.439846 0.1 0.0 0.0 -0.19
C 2.960065 3.360408 -2.658486 0.0 0.0 0.0 -0.19
C 3.884870 3.235003 -1.626616 -0.1 0.0 0.0 -0.18
C 3.490596 2.799842 -0.368431 0.1 0.0 0.0 -0.19
C 2.156708 2.487939 -0.134195 0.2 -0.1 0.3 0.02
C 1.605610 1.968216 1.146107 0.3 0.0 -0.3 -0.08
C 2.334529 1.675248 2.289957 0.0 -0.1 0.1 -0.18
C 1.701092 1.092582 3.383715 0.0 0.0 -0.1 -0.18
C 0.344103 0.792941 3.346682 0.0 0.1 0.0 -0.21
C -0.400182 1.094411 2.210143 0.1 0.1 0.2 -0.26
C 0.235643 1.702724 1.137715 -0.2 -0.1 -0.3 -0.25
H -3.618530 6.907866 -0.155654 0.0 0.0 0.0 0.23
H -2.793595 5.784384 1.883404 0.0 0.0 0.0 0.23
H -1.464783 3.715432 1.704819 0.0 0.0 0.0 0.23
H -1.827223 3.877542 -2.579468 0.0 -0.1 0.0 0.22
H -3.136912 5.949761 -2.383793 0.0 0.0 0.0 0.23
H 0.911355 3.119761 -3.247849 0.0 0.0 0.0 0.23
H 3.281612 3.699196 -3.634575 0.0 0.0 0.0 0.23
H 4.925209 3.472162 -1.808642 0.0 0.0 0.0 0.23
H 4.226294 2.701512 0.420899 0.0 0.0 0.0 0.22
H 3.396507 1.883014 2.332620 0.0 0.0 0.0 0.23
H 2.274563 0.869431 4.273895 0.0 0.0 0.0 0.23
H -0.134601 0.330087 4.199930 0.0 0.0 0.0 0.23
H -1.463418 0.888994 2.180409 -0.1 0.0 0.0 0.23
C -2.411186 -2.798916 1.475958 0.0 0.0 0.1 -0.95
P -1.302785 -2.481536 0.077261 -0.3 -0.2 0.0 0.89
C -1.857357 -3.637720 -1.198992 0.0 -0.1 0.0 -0.95
C 0.315744 -3.029454 0.641930 0.1 -0.1 0.2 -0.30
C 0.817316 -2.493471 1.832073 0.0 -0.2 0.1 -0.23
C 2.069279 -2.868816 2.293114 -0.1 -0.1 -0.1 -0.20
C 2.833307 -3.773113 1.561854 -0.1 -0.1 0.1 -0.18
C 2.343824 -4.299064 0.376705 -0.1 0.0 0.0 -0.18
C 1.086815 -3.926618 -0.087036 0.1 -0.1 0.1 -0.21
H -2.275715 -3.833867 1.792413 0.0 0.0 0.0 0.25
H -3.444677 -2.630091 1.172666 0.0 0.0 0.0 0.27
H -2.182830 -2.133423 2.307368 0.0 0.0 0.0 0.25
H -2.080073 -4.602338 -0.742326 0.0 0.0 0.0 0.25
H -1.095335 -3.741913 -1.966689 0.0 0.0 0.0 0.27
H -2.752588 -3.243288 -1.675419 -0.1 0.0 0.1 0.26
H 0.237788 -1.776818 2.403451 0.0 0.0 0.0 0.22
H 2.451030 -2.457710 3.219117 0.0 0.0 0.0 0.23
H 3.811838 -4.068853 1.918232 0.0 0.0 0.0 0.23
H 2.936930 -5.001889 -0.192993 0.0 0.0 0.0 0.23
H 0.725007 -4.338385 -1.018635 0.0 0.0 0.0 0.22
```
Positions in Å, forces in eV/Å.

Output
Expectation value of S²: 6.335
Multiplicity: 5
HOMO level (alpha / beta), Ha: -0.366 / -0.372
HOMO-LUMO gap (alpha / beta), eV: 5.0 / 6.8
DFT total energy, a.u.: -6053.17499
Net charge: +1

Among the records above, which one has the highest DFT total energy?
C36H30NO10PS

Which value of DFT total energy does entry 2 give?
-6018.62749 a.u.

Look up the DFT total energy of the second one.
-6018.62749 a.u.